w:
Below is the ion C5H13N2 with charge +1, with properties calculated with ωB97M-V/def2-TZVPD.

Last column: Löwdin charge in e.
Geometry (Å):
N (2.05000, -1.26041, 0.26097)  0.176
N (-2.06632, -0.15008, 0.45064)  -0.065
C (2.12794, -0.08141, -0.64481)  -0.159
C (1.45597, 1.12690, 0.01466)  -0.202
C (0.17227, 0.74309, 0.69499)  -0.157
C (-3.30237, -0.19641, -0.34151)  -0.061
C (-0.94847, 0.45791, -0.01596)  -0.166
H (-3.84300, 0.74719, -0.30997)  0.085
H (0.14305, 0.94097, 1.75902)  0.105
H (1.39320, 1.88319, -0.77310)  0.125
H (-3.92511, -0.93652, 0.15620)  0.087
H (3.16827, 0.05714, -0.93863)  0.133
H (1.08064, -1.32840, 0.59610)  0.142
H (1.61404, -0.33209, -1.57215)  0.131
H (2.14485, 1.57465, 0.73312)  0.115
H (-2.07556, -0.28282, 1.45036)  0.137
H (-3.03946, -0.48398, -1.35376)  0.086
H (-1.01663, 0.79437, -1.03923)  0.135
H (2.23692, -2.14183, -0.21794)  0.174
H (2.62976, -1.13145, 1.09102)  0.178

## Properties
LUMO ... -3.285 eV
Net charge ... +1
Orbital gap ... 0.30487 Ha
SMILES ... CN/C=C/CC[NH3+]
E_HOMO ... -11.581 eV

=====

x:
Below is a cluster of 2 separate species, C5H13N2 in total, with properties calculated with ωB97M-V/def2-TZVPD.

Last column: Löwdin charge in e.
Geometry (Å):
N (-1.53687, 2.06624, 2.23320)  0.200
N (-0.32762, 1.41518, 0.36295)  0.205
C (1.22417, -1.25225, -0.47991)  -0.284
C (-1.42294, 1.49791, 1.03485)  -0.159
C (-0.14049, -1.29151, -1.13140)  -0.238
C (2.21092, -0.26869, -1.16572)  -0.108
C (-1.26506, -1.77731, -0.56009)  0.000
H (-0.22398, 0.65174, -0.36365)  0.099
H (-2.32793, 1.07007, 0.63693)  0.160
H (-2.39756, 2.02096, 2.73859)  0.132
H (3.14159, -0.17160, -0.58081)  0.080
H (2.45352, -0.60721, -2.18746)  0.085
H (0.49870, 1.81240, 0.72620)  0.127
H (-0.72871, 2.37109, 2.72316)  0.126
H (1.76908, 0.76556, -1.26702)  0.068
H (-0.21978, -0.95571, -2.19886)  0.127
H (-1.27797, -2.15165, 0.47282)  0.074
H (1.65790, -2.27132, -0.46937)  0.124
H (1.11669, -1.04067, 0.61046)  0.108
H (-2.20367, -1.88323, -1.13487)  0.074

## Properties
LUMO ... -3.657 eV
Net charge ... +1
Orbital gap ... 0.35867 Ha
E_HOMO ... -13.417 eV

=====

y:
Below is the ion C5H13N2 with charge +1, with properties calculated with ωB97M-V/def2-TZVPD.

Last column: Löwdin charge in e.
Geometry (Å):
N (-0.47709, -1.08700, 1.48511)  0.174
N (-0.81416, -0.17328, -1.02172)  -0.112
C (0.54686, 0.20969, -0.91454)  -0.405
C (1.49393, -0.33065, -1.73498)  0.086
C (0.90204, 0.84109, 0.34764)  -0.147
C (0.81016, -0.23542, 1.47051)  -0.095
C (-1.79636, 0.84295, -0.80683)  -0.072
H (-1.41255, 1.27706, 0.11451)  0.071
H (-0.30963, -1.97311, 1.99444)  0.174
H (-1.82173, 1.60504, -1.53687)  0.085
H (-1.26646, -0.63662, 1.87284)  0.133
H (0.88949, 0.15999, 2.45304)  0.112
H (1.99395, 1.28377, 0.29219)  0.177
H (-0.70588, -1.29250, 0.41785)  0.171
H (1.23001, -0.98357, -2.64042)  0.101
H (0.38690, 1.71510, 0.67045)  0.096
H (1.64967, -0.91474, 1.48261)  0.128
H (-1.01340, -0.83809, -1.77094)  0.146
H (2.51821, 0.03882, -1.48384)  0.081
H (-2.80394, 0.49146, -0.69106)  0.094

## Properties
LUMO ... -3.279 eV
Net charge ... +1
Orbital gap ... 0.33819 Ha
SMILES ... C=C(CC[NH3+])NC
E_HOMO ... -12.482 eV

=====

z:
Below is a cluster of 2 separate species, C5H13N2 in total, with properties calculated with ωB97M-V/def2-TZVPD.

Last column: Löwdin charge in e.
Geometry (Å):
N (1.32860, 0.33626, 0.79574)  -0.065
N (-1.33651, 0.03431, -0.10213)  -0.065
C (2.32184, 1.04011, 0.44724)  0.029
C (1.51640, -1.05420, 1.01900)  -0.250
C (-2.37372, 0.88929, 0.52287)  -0.004
C (2.00867, -1.89476, 0.12406)  0.038
C (-1.24093, 0.26732, -1.57595)  -0.004
H (-2.11134, 1.92791, 0.34563)  0.105
H (2.18132, 2.06886, 0.13927)  0.085
H (-1.54742, -0.95642, 0.01971)  0.171
H (-1.05806, 1.32608, -1.74193)  0.105
H (3.33715, 0.64704, 0.52620)  0.102
H (-0.37689, 0.18850, 0.30365)  0.089
H (-2.39338, 0.72864, 1.60024)  0.107
H (-0.37759, -0.26891, -1.96848)  0.099
H (1.15892, -1.37589, 1.99083)  0.112
H (2.10041, -2.94502, 0.36016)  0.068
H (-3.34344, 0.66134, 0.09673)  0.105
H (2.35364, -1.54507, -0.83913)  0.068
H (-2.14768, -0.07537, -2.06373)  0.106

## Properties
LUMO ... -2.892 eV
Net charge ... +1
Orbital gap ... 0.38750 Ha
E_HOMO ... -13.436 eV

=====

Quick one: least stable of them? y

=====

w:
Below is the ion C4H2NO2 with charge -1, with properties calculated with ωB97M-V/def2-TZVPD.

Last column: Löwdin charge in e.
Geometry (Å):
O (1.31772, 1.25852, -2.98803)  0.046
O (-3.11394, -1.41802, -0.20829)  -0.189
N (0.35171, -0.62036, 0.05067)  0.014
C (1.34034, -0.32713, -1.05157)  -0.155
C (-2.15992, -0.63656, -0.07321)  -0.510
C (-0.84627, -0.71644, -0.13620)  -0.186
C (1.31570, 0.46866, -2.05898)  -0.201
H (2.10808, -0.97921, -0.92199)  0.053
H (-2.46929, 0.50317, 0.42795)  0.129

## Properties
LUMO (alpha / beta) ... 3.722 / 3.722 eV
Net charge ... -1
Orbital gap (alpha / beta) ... 0.21851 / 0.21848 Ha
E_HOMO (alpha / beta) ... -2.224 / -2.223 eV

=====

x:
Below is a structure of composition C4H2NO2, with properties calculated with ωB97M-V/def2-TZVPD.

Last column: Löwdin charge in e.
Geometry (Å):
O (2.03188, 1.25127, 0.32504)  -0.031
O (2.12555, -1.00079, 0.64745)  -0.009
N (-0.29298, 0.02479, 0.34653)  -0.026
C (-1.32629, 0.96098, -0.16353)  -0.189
C (-1.53980, -0.11122, -0.90824)  -0.122
C (1.62756, 0.07992, 0.35245)  -0.539
C (-0.77599, -1.10521, -0.09042)  -0.205
H (-1.52495, 1.99655, -0.27850)  0.042
H (-0.32496, -2.09630, -0.23078)  0.078

## Properties
LUMO (alpha / beta) ... 4.283 / 4.283 eV
Net charge ... -1
Orbital gap (alpha / beta) ... 0.25415 / 0.25418 Ha
E_HOMO (alpha / beta) ... -2.633 / -2.634 eV

=====

Quick one: least stable of them? x

=====

w:
Below is a cluster of 2 separate species, C5H11NO in total, with properties calculated with ωB97M-V/def2-TZVPD.

Last column: Löwdin charge in e.
Geometry (Å):
O (2.05621, -0.14086, -1.00407)  0.007
N (-1.68334, -1.48859, -0.43539)  0.025
C (-1.17201, -0.30348, -0.79312)  -0.318
C (1.23280, -0.22157, 0.11085)  -0.483
C (1.29684, 0.91323, 1.08601)  -0.052
C (-1.81095, 0.92141, -0.21467)  -0.090
C (0.71722, -1.45102, 0.41313)  0.018
H (-2.03675, 0.77128, 0.84304)  0.081
H (2.29285, 0.98161, 1.53614)  0.089
H (-0.72808, -0.17499, -1.79265)  0.116
H (-2.74819, 1.09581, -0.75074)  0.083
H (0.28822, -1.64237, 1.38840)  0.082
H (-1.17607, 1.79780, -0.35478)  0.062
H (1.08735, 1.86517, 0.58540)  0.073
H (0.99334, -2.31787, -0.17527)  0.084
H (-1.41095, -2.19152, -1.12806)  0.037
H (0.56300, 0.79525, 1.88710)  0.086
H (2.23852, 0.79070, -1.20132)  0.100

## Properties
LUMO ... 0.752 eV
Net charge ... 0
Orbital gap ... 0.31280 Ha
SMILES ... [H]/N=C/C.C=C(C)O
E_HOMO ... -7.759 eV

=====

x:
Below is a structure of composition C5H11NO, with properties calculated with ωB97M-V/def2-TZVPD.

Last column: Löwdin charge in e.
Geometry (Å):
O (0.48303, -1.35616, -1.69652)  0.055
N (0.10451, -0.75891, 0.46173)  -0.176
C (0.86381, -0.77002, -0.69982)  -0.509
C (0.32671, 0.24767, 1.47301)  -0.080
C (2.16047, 0.00030, -0.67375)  -0.006
C (-1.30511, -0.85019, 0.23302)  -0.081
C (-1.86523, 0.82247, -0.52419)  -0.020
H (1.97547, 1.06070, -0.46366)  0.086
H (1.38852, 0.45796, 1.59084)  0.079
H (-0.03315, -0.12497, 2.43817)  0.093
H (-1.75204, -1.19290, 1.19363)  0.106
H (2.61690, -0.10597, -1.65573)  0.085
H (-2.95521, 0.94318, -0.51226)  0.026
H (-1.44980, -1.66282, -0.49782)  0.100
H (-1.55203, 0.68239, -1.55961)  0.027
H (-1.53363, 1.89720, -0.34083)  0.056
H (2.82938, -0.38446, 0.10103)  0.088
H (-0.30260, 1.09451, 1.13274)  0.072

## Properties
LUMO ... 0.965 eV
Net charge ... 0
Orbital gap ... 0.37394 Ha
E_HOMO ... -9.211 eV

=====

Quick one: least stable of them? w

=====

w:
Below is a cluster of 3 separate species, C5H11NO in total, with properties calculated with ωB97M-V/def2-TZVPD.

Last column: Löwdin charge in e.
Geometry (Å):
O (-2.55297, -0.52469, 0.42298)  -0.040
N (0.30868, -0.05359, 1.69055)  0.088
C (-0.77324, 1.39850, -1.56999)  -0.086
C (2.03464, -1.23517, 0.37828)  -0.078
C (0.12729, 0.55742, -2.04096)  -0.096
C (-2.31010, 0.35215, 1.20894)  -0.201
C (0.62972, -0.90366, 0.82551)  -0.313
H (-0.15057, -0.46401, -2.28402)  0.056
H (-0.19403, -1.42571, 0.30941)  0.099
H (2.36493, -2.22022, 0.72887)  0.076
H (-1.91538, 1.33272, 0.88080)  0.064
H (1.16244, 0.83598, -2.23090)  0.052
H (1.16724, 0.36578, 2.08792)  0.068
H (-0.53772, 2.43321, -1.33777)  0.055
H (2.07550, -1.24502, -0.71675)  0.061
H (-2.38637, 0.20356, 2.29574)  0.076
H (-1.79734, 1.07617, -1.39550)  0.042
H (2.74728, -0.48344, 0.74690)  0.075

## Properties
LUMO ... 1.072 eV
Net charge ... 0
Orbital gap ... 0.39551 Ha
SMILES ... [H]/N=C\C.C=C.C=O
E_HOMO ... -9.690 eV

=====

x:
Below is a cluster of 2 separate species, C5H11NO in total, with properties calculated with ωB97M-V/def2-TZVPD.

Last column: Löwdin charge in e.
Geometry (Å):
O (2.62401, -0.77482, -0.06470)  -0.061
N (0.37718, 1.28844, 0.36434)  0.086
C (-0.87268, 1.49030, -2.24178)  0.011
C (-0.38362, -1.03583, 2.03455)  -0.104
C (-0.52283, 0.29640, -0.07334)  -0.395
C (-0.84792, -0.79606, 0.62139)  -0.126
C (-1.13985, 0.51095, -1.39112)  -0.146
H (1.27987, 1.17096, -0.09096)  0.075
H (0.70249, -1.01450, 2.14893)  0.065
H (-0.05199, 2.19029, -2.14633)  0.053
H (0.66923, 1.09007, 1.32545)  0.075
H (-1.47738, 1.65718, -3.12034)  0.049
H (2.76428, -0.77454, -1.02580)  0.053
H (-1.91669, -0.19385, -1.64210)  0.095
H (-1.54562, -1.49831, 0.18619)  0.097
H (1.81566, -1.29751, 0.03043)  0.025
H (-0.68335, -2.02608, 2.37598)  0.069
H (-0.79080, -0.28309, 2.70921)  0.080

## Properties
LUMO ... 0.723 eV
Net charge ... 0
Orbital gap ... 0.33462 Ha
SMILES ... C=C/C(N)=C/C.O
E_HOMO ... -8.382 eV

=====

y:
Below is the molecule C5H11NO, with properties calculated with ωB97M-V/def2-TZVPD.

Last column: Löwdin charge in e.
Geometry (Å):
O (-0.38707, -0.54868, -2.99844)  -0.073
N (-0.79371, 1.10118, 3.02177)  0.027
C (-0.37272, -0.06866, 0.96498)  -0.147
C (0.24770, -1.05119, 0.01814)  -0.203
C (-0.11855, 0.15768, 2.25189)  -0.224
C (0.20330, 0.39688, -2.11149)  -0.278
C (1.04547, -0.37082, -1.11197)  -0.197
H (1.85385, 0.24613, -0.71133)  0.114
H (-1.75507, 1.29019, 2.80648)  0.079
H (-0.56328, 0.97994, -1.59711)  0.103
H (1.56784, -1.14683, -1.66102)  0.106
H (-0.52912, 1.19189, 3.98293)  0.069
H (-1.14062, 0.57515, 0.54991)  0.096
H (0.82648, 1.12987, -2.64035)  0.113
H (-0.99153, -0.09194, -3.60356)  0.089
H (0.91028, -1.74219, 0.53736)  0.108
H (-0.58406, -1.57129, -0.47174)  0.111
H (0.58083, -0.47732, 2.77356)  0.107

## Properties
LUMO ... 1.052 eV
Net charge ... 0
Orbital gap ... 0.32689 Ha
SMILES ... N/C=C/CCCO
E_HOMO ... -7.843 eV

=====

z:
Below is a cluster of 3 separate species, C5H11NO in total, with properties calculated with ωB97M-V/def2-TZVPD.

Last column: Löwdin charge in e.
Geometry (Å):
O (0.59307, -2.72001, 0.08393)  -0.076
N (0.15040, 0.14133, -0.17448)  -0.138
C (1.40743, -1.76990, 0.72280)  -0.272
C (0.78190, -0.40946, 0.84300)  -0.096
C (-0.31859, 2.49115, -1.00405)  -0.057
C (-0.96964, -0.09693, -0.89622)  -0.102
C (-0.78450, 1.24558, -0.29078)  -0.302
H (-1.21562, -1.10921, 1.18303)  0.094
H (1.71421, -2.09060, 1.73111)  0.116
H (-1.36072, 1.42104, 0.62801)  0.134
H (-0.25618, -2.71478, 0.55153)  0.056
H (2.31881, -1.70454, 0.11457)  0.123
H (-1.18627, 3.06414, -1.34873)  0.076
H (0.26972, 3.13625, -0.34192)  0.072
H (1.15593, 0.27240, 1.60382)  0.120
H (-1.53845, -0.94162, 0.38825)  0.064
H (0.28912, 2.23131, -1.87605)  0.079
H (-1.05062, -0.44614, -1.91782)  0.110

## Properties
LUMO ... 0.962 eV
Net charge ... 0
Orbital gap ... 0.32212 Ha
E_HOMO ... -7.804 eV

=====

Quick one: least stable of them? z